This record from the OMol25 dataset describes a cluster of 2 separate species, C3H10N3O in total. The level of theory is ωB97M-V/def2-TZVPD.

Geometry as XYZ:
```
17
Properties=species:S:1:pos:R:3:lowdin_charge:R:1
N 2.38 -0.17 -1.71 0.1250
C 1.41 0.68 -2.10 -0.3002
N 0.44 1.06 -1.35 0.0469
H 2.29 -0.77 -0.92 0.1023
H 3.18 -0.31 -2.30 0.1098
H 1.51 1.01 -3.13 0.1392
H -0.26 1.53 -1.92 0.0766
O -2.35 -0.16 2.93 0.1023
C -2.12 -0.96 2.08 -0.2289
C -1.09 -0.73 0.99 -0.1236
N -0.28 0.50 1.17 0.1455
H -2.69 -1.90 1.96 0.1392
H -0.45 -1.59 0.79 0.1360
H -1.70 -0.59 0.09 0.1397
H 0.59 0.35 1.66 0.1636
H -0.05 0.83 0.15 0.0668
H -0.84 1.23 1.62 0.1599
```

Computed properties:
charge: +1
gap between HOMO and LUMO: 10.82 eV
LUMO energy: -3.09 eV
HOMO: -13.916 eV